(1)
Below is the molecule C5H8N2, with properties calculated with ωB97M-V/def2-TZVPD.

```
! wB97M-V def2-TZVPD RIJCOSX def2/J DEFGRID3
* xyz 0 1
C 0.6226 -0.6436 0.2323
C 1.8467 -1.4467 0.5189
N -1.4675 0.1147 0.2815
H 1.3601 0.9539 -1.1830
C -0.7609 0.9398 -0.5676
N -1.5518 2.0106 -1.0035
H -0.9575 -1.5662 1.5025
C -0.6081 -0.8595 0.7633
H 2.2305 -1.8930 -0.4047
H 2.6452 -0.8372 0.9553
H -1.0658 2.7934 -1.4177
H -2.4105 -0.1151 0.0036
C 0.5330 0.5073 -0.6421
H 1.6139 -2.2570 1.2175
H -2.0491 2.2877 -0.1644
*
```

Properties
Kohn-Sham gap = 8.5 eV
ΔE to the lowest compared entry with this formula, charge and spin = 0.401 eV
DFT total energy = -304.82075 Eh
Highest occupied orbital energy = -0.27331 hartree
SMILES string = Cc1c[nH]c(N)c1

Atomic partial charges in e from the Löwdin method, atoms 1 to 8: -0.31, -0.07, 0.04, 0.10, -0.39, 0.09, 0.11, -0.11

***

(2)
Below is a structure of composition C19H30NRh at a distorted geometry, with properties calculated with ωB97M-V/def2-TZVPD.

```
! wB97M-V def2-TZVPD RIJCOSX def2/J DEFGRID3
* xyz 2 5
H 2.6920 0.3278 -2.2792
H -1.8904 -0.1804 6.5052
H 0.7529 1.1764 2.7501
C -0.0538 -0.3338 -2.2676
N -0.9122 0.1455 1.8535
H 0.6189 3.9179 -2.2583
C -1.2304 -0.9221 -1.7244
H -2.7137 -2.4493 0.0999
H -1.9367 -3.8090 -0.7217
H 2.4685 -2.6644 0.0645
H -0.7912 4.8467 -1.7139
H -1.2080 2.4320 -1.2997
C 1.0929 -0.9760 -1.6675
H -2.7341 -0.7595 1.2822
H 1.4054 1.9585 -0.9944
C 2.5219 -0.7279 -2.0472
C 1.4506 -3.0338 -0.0817
H -3.5773 -0.1263 5.8758
C -2.6459 -0.6050 -2.1045
H 1.1529 0.0488 1.0718
C 0.0134 0.7200 -3.3282
C 0.6255 2.0160 -0.2239
H -2.6641 1.4089 6.1387
C 0.0300 4.2023 -1.3781
C -2.7408 -0.2832 3.3603
H -1.3256 -3.2533 0.8443
C -1.7480 -2.9188 -0.1065
H -3.3090 -0.6427 -1.2360
H -3.0231 -1.3275 -2.8409
H 2.7993 -1.3117 -2.9354
Rh 0.0000 0.0000 0.0000
C -0.2290 0.7480 2.8878
H 0.8525 1.4035 -3.1655
C -0.7641 0.8262 4.1661
H 1.0975 2.3714 0.6956
C -2.0242 0.2936 4.4184
H 0.1534 0.2564 -4.3134
H 1.5105 -3.9656 -0.6602
C -0.8202 -1.9767 -0.8141
H -3.7271 -0.6943 3.5244
H 3.2006 -1.0053 -1.2367
C -0.4985 2.9563 -0.6477
H -0.9043 1.3116 -3.3655
C 0.6040 -2.0260 -0.7995
H -1.0695 3.2680 0.2354
H -0.1953 1.2977 4.9605
H -2.7266 0.3928 -2.5434
C -2.1692 -0.3324 2.0807
H 1.0363 -3.2754 0.9004
H 0.6785 4.7942 -0.7219
C -2.5783 0.3514 5.8132
*
```

Properties
Kohn-Sham gap (alpha / beta) = 5.6 / 5.6 eV
DFT total energy = -906.45929 Eh
Highest occupied orbital energy (alpha / beta) = -0.44312 / -0.58896 hartree

Atomic partial charges in e from the Löwdin method, atoms 1 to 8: 0.09, 0.10, 0.11, -0.23, -0.10, 0.08, -0.21, 0.08

***

(3)
Below is the molecule C4H7NO at a distorted geometry, with properties calculated with ωB97M-V/def2-TZVPD.

```
! wB97M-V def2-TZVPD RIJCOSX def2/J DEFGRID3
* xyz 0 1
O 0.2157 0.1489 0.6682
C -1.9407 -0.5362 -0.0455
H -2.4722 -1.1456 -0.7819
C 1.3918 0.8330 0.3572
C -0.5014 -0.3282 -0.4649
H -0.4271 0.3909 -1.2954
C 2.2330 0.1565 -0.6597
H -2.4614 0.4199 0.0599
H 1.9633 0.9178 1.2849
H -0.0432 -1.2682 -0.8022
H 1.1845 1.8484 -0.0159
H -1.9655 -1.0531 0.9184
N 2.8617 -0.3484 -1.4884
*
```

Properties
Kohn-Sham gap = 11.5 eV
ΔE to the lowest compared entry with this formula, charge and spin = 1.574 eV
DFT total energy = -286.57380 Eh
Highest occupied orbital energy = -0.39111 hartree
SMILES string = CCOCC#N

Atomic partial charges in e from the Löwdin method, atoms 1 to 8: -0.14, -0.07, 0.08, -0.21, -0.28, 0.12, -0.19, 0.08

***

(4)
Below is a cluster of 13 separate species, H25O13 in total at a distorted geometry, with properties calculated with ωB97M-V/def2-TZVPD.

```
! wB97M-V def2-TZVPD RIJCOSX def2/J DEFGRID3
* xyz 0 2
H 0.9496 -3.9175 -0.8263
H -1.7177 -1.4067 -4.1274
H -1.2904 -0.1690 -3.2811
H -3.0988 0.4824 -2.3648
H 3.5793 0.9925 -0.7586
H -0.1021 -0.5411 1.3157
H -2.5920 -1.1821 2.7043
O -0.3654 0.1739 -1.8098
H 1.3234 -3.2659 0.4713
O -0.6474 0.7939 0.5138
H -1.3550 0.1519 0.5961
H 2.5646 2.6286 -1.2014
H -2.9415 2.8616 -0.6391
H 0.9766 2.7898 -1.4892
H 0.7003 1.9707 0.2958
H 0.9645 -1.4501 1.4397
H -0.6194 0.5245 -0.8118
H 3.5902 -0.8138 1.4817
O 2.9094 0.3737 -1.1934
H -3.7733 -0.8781 -2.5636
O 2.7468 -0.4086 1.8444
O 0.8421 -0.0363 4.1126
O 1.3395 -4.1153 0.0323
O 1.4872 2.3737 0.7442
O -1.9166 -0.4767 -3.9492
H 0.2910 -0.7480 3.7124
H 1.2444 0.1306 3.2790
H 2.2669 0.9740 -1.6425
H 0.5820 0.1119 -1.9090
H -2.0097 -2.5439 2.1690
O -2.4429 2.0461 -0.8374
O -3.8252 -0.0129 -2.0312
O 0.0451 -1.4386 1.7344
H -2.4801 1.6268 0.0322
H 0.9944 2.8611 1.3930
O 1.8491 2.5520 -1.8691
O -2.1007 -1.9820 2.9112
H 2.3780 0.1305 1.0783
*
```

Properties
Kohn-Sham gap (alpha / beta) = 10.1 / 4.8 eV
ΔE to the lowest compared entry with this formula, charge and spin = 1.646 eV
DFT total energy = -992.90634 Eh
Highest occupied orbital energy (alpha / beta) = -0.38983 / -0.38937 hartree

Atomic partial charges in e from the Löwdin method, atoms 1 to 8: 0.04, 0.06, -0.01, -0.04, 0.08, 0.00, 0.03, 0.01

***

(5)
Below is a cluster of 2 separate species, C5HN3O in total at a distorted geometry, with properties calculated with ωB97M-V/def2-TZVPD.

```
! wB97M-V def2-TZVPD RIJCOSX def2/J DEFGRID3
* xyz 0 1
C 1.2104 -0.6355 -0.3690
N -1.1323 1.1368 -2.4082
N -1.9329 -0.9637 1.2530
O 1.4707 -0.7438 -1.4901
C 1.3860 -0.9775 0.9426
N 1.5330 -0.9508 2.0745
C -0.7824 0.9840 -1.3146
H 0.0285 1.5194 0.5203
C -1.3085 -0.1168 0.7293
C -0.4725 0.7477 0.0622
*
```

Properties
Kohn-Sham gap (alpha / beta) = 7.9 / 7.9 eV
ΔE to the lowest compared entry with this formula, charge and spin = 1.669 eV
DFT total energy = -430.49236 Eh
Highest occupied orbital energy (alpha / beta) = -0.37180 / -0.37183 hartree

Atomic partial charges in e from the Löwdin method, atoms 1 to 8: -0.16, 0.18, 0.19, 0.24, -0.16, 0.26, -0.24, 0.10

***

(6)
Below is a cluster of 13 separate species, C6H35NO13 in total at a distorted geometry, with properties calculated with ωB97M-V/def2-TZVPD.

```
! wB97M-V def2-TZVPD RIJCOSX def2/J DEFGRID3
* xyz 1 2
H 1.3896 -2.2661 4.5669
H -1.1098 -2.5976 -1.8710
H 2.3525 -2.4508 -1.1658
H 0.2806 0.1566 1.5442
C 0.0760 -1.6133 -0.2221
O 1.0899 -2.5195 3.6897
H 0.6470 -2.0150 0.6180
H 0.6692 0.0014 -1.3870
H 0.8741 3.1594 1.4886
O 0.8803 3.9346 2.0435
H 1.1292 1.8287 -0.3901
N 1.0065 -0.9005 -1.0786
O 2.7173 -0.5906 2.4504
H -0.7243 2.1414 0.0136
O -1.7295 -3.5571 3.6403
H 0.0626 -3.6525 -1.1579
H 1.9688 -1.1741 2.6653
H -1.6905 2.0773 -2.4068
H -2.4631 1.0053 -2.9234
O -1.5892 2.3643 0.4129
H 2.8389 0.7890 1.1587
H 0.3238 -3.0145 3.9169
H -1.4488 -4.0682 2.8581
H 0.2587 3.7699 2.7578
H -1.5170 0.8695 3.3013
H 2.2664 0.9295 -3.3379
H 3.1082 1.1312 -2.1326
O 0.7062 2.3657 -1.1011
O -3.6670 1.2793 -0.8790
O 2.5127 1.6190 0.7298
O 2.6807 1.6313 -2.8325
H -1.2400 -0.0281 -0.7499
H -1.5692 3.2644 0.7319
H -1.4477 -3.1741 -0.4110
H -4.1078 2.0705 -0.5467
C 2.2576 -1.3899 -1.4297
O 0.5647 0.0393 -4.0809
H -2.7794 1.3412 -0.4828
C -0.7897 0.0672 1.4425
H 3.2318 1.8559 0.1620
H -0.2492 -0.0744 -3.5676
O -3.7760 -1.5865 -0.0015
H 1.2587 2.1806 -1.9021
C -1.7292 0.3312 2.3867
H -2.2192 -2.8282 3.2217
C -0.5684 -2.7982 -0.9412
H -1.9206 -1.3071 0.2130
C -1.0544 -0.6166 0.1615
H -4.6714 -1.9888 0.0358
H -2.7955 0.2422 2.2175
H 2.6914 0.1744 3.0215
H -3.9919 -0.6607 0.2361
H 0.5019 0.8734 -4.5681
O 3.0477 -0.6427 -1.9517
O -1.5440 1.1705 -2.6859
*
```

Properties
Kohn-Sham gap (alpha / beta) = 8.7 / 4.4 eV
ΔE to the lowest compared entry with this formula, charge and spin = 0.394 eV
DFT total energy = -1282.12437 Eh
Highest occupied orbital energy (alpha / beta) = -0.48135 / -0.47246 hartree

Atomic partial charges in e from the Löwdin method, atoms 1 to 8: 0.07, 0.10, 0.15, 0.11, -0.34, -0.04, 0.14, 0.10

***

(7)
Below is a structure of composition C4H11ClFeNO3Os at a distorted geometry, with properties calculated with ωB97M-V/def2-TZVPD.

```
! wB97M-V def2-TZVPD RIJCOSX def2/J DEFGRID3
* xyz 0 10
C 2.3334 -2.5115 1.7797
H 3.3892 -2.1847 1.8591
H -0.5328 0.7117 1.7980
C 1.5762 -0.3282 -1.4494
N -1.5932 2.4346 -1.1020
C 1.3717 -3.0700 -1.4102
H 0.2986 -3.1370 -1.1321
Fe 0.0073 -1.8602 2.0236
O -2.8279 2.6333 -1.0297
H 2.3748 -3.6246 1.7765
H 1.7734 -4.0890 -1.3084
H 1.5513 0.7943 -1.5589
Cl -2.0753 -1.7386 2.7469
H 1.8137 -2.1348 2.6942
O -0.7345 3.2562 -0.6892
C 0.3869 0.1046 1.9421
O -1.1796 1.3741 -1.6733
H 1.3645 -2.7720 -2.4715
H 0.5411 -0.7688 -1.7965
H 0.7490 0.2140 2.9798
Os 1.9959 -1.6310 -0.1915
H 1.1659 0.2883 1.1844
*
```

Properties
Kohn-Sham gap (alpha / beta) = 6.1 / 2.7 eV
ΔE to the lowest compared entry with this formula, charge and spin = 1.546 eV
DFT total energy = -2253.46977 Eh
Highest occupied orbital energy (alpha / beta) = -0.28588 / -0.28383 hartree

Atomic partial charges in e from the Löwdin method, atoms 1 to 8: -0.38, 0.01, 0.04, -0.32, -0.60, -0.33, 0.02, 0.57